ORCA calculation (ωB97M-V with the def2-TZVPD basis set) on C30H52Cl39INO5S as an isolated structure.

Geometry (Å):
C1 -0.944 -0.319 -4.292
C2 -1.091 -1.516 -4.060
C3 -0.692 -3.032 -3.818
C4 -0.073 -3.287 -2.366
O1 -1.120 -3.465 -1.366
S1 -0.458 -3.858 0.111
O2 -1.496 -4.341 1.026
O3 0.555 -4.946 -0.001
C5 0.463 -2.364 0.679
C6 1.883 -2.695 1.331
C7 1.790 -3.245 2.817
C8 2.739 -2.394 3.809
I1 1.616 -1.229 5.242
C9 -0.318 -1.430 1.715
O4 0.327 -0.421 2.117
O5 -1.559 -1.608 2.129
C10 0.772 -1.433 -0.611
Cl1 -0.684 -0.327 -0.909
C11 1.063 -2.253 -1.944
N1 2.364 -3.023 -1.805
H1 -0.766 0.726 -4.662
H2 0.085 -3.380 -4.572
H3 -1.634 -3.648 -3.878
H4 0.442 -4.306 -2.441
H5 2.478 -1.723 1.294
H6 2.493 -3.444 0.735
H7 0.740 -3.356 3.212
H8 2.245 -4.293 2.829
H9 3.465 -1.738 3.226
H10 3.407 -3.115 4.387
H11 1.640 -0.724 -0.413
H12 1.277 -1.476 -2.755
H13 2.640 -3.199 -2.786
H14 3.033 -2.290 -1.501
C12 3.681 1.951 6.947
Cl2 3.985 0.819 8.272
Cl3 5.025 1.964 5.796
H15 2.773 1.650 6.428
H16 3.558 2.953 7.356
C13 -5.201 -2.050 -3.811
Cl4 -3.437 -1.887 -3.762
Cl5 -5.787 -3.110 -2.519
H17 -5.649 -1.065 -3.690
H18 -5.492 -2.473 -4.772
C14 3.449 -4.627 -5.777
Cl6 4.819 -4.471 -4.671
Cl7 2.480 -3.149 -5.809
H19 3.824 -4.825 -6.779
H20 2.822 -5.453 -5.448
C15 2.066 5.234 4.983
Cl8 1.911 3.940 3.790
Cl9 3.287 4.835 6.200
H21 2.358 6.150 4.475
H22 1.107 5.376 5.477
C16 -8.286 -3.310 -6.406
Cl10 -6.664 -2.651 -6.670
Cl11 -8.881 -2.911 -4.791
H23 -8.963 -2.889 -7.147
H24 -8.250 -4.393 -6.512
C17 3.383 0.503 -7.556
Cl12 2.138 -0.147 -8.635
Cl13 2.894 0.366 -5.862
H25 4.310 -0.059 -7.704
H26 3.544 1.553 -7.794
C18 -4.215 -3.041 1.897
Cl14 -5.569 -2.482 0.900
Cl15 -4.795 -3.875 3.353
H27 -3.606 -3.728 1.315
H28 -3.615 -2.182 2.195
C19 6.543 0.497 -10.140
Cl16 5.099 1.033 -11.003
Cl17 6.128 -0.224 -8.578
H29 7.061 -0.245 -10.744
H30 7.192 1.353 -9.971
C20 -10.316 -6.752 -7.436
Cl18 -8.931 -6.586 -6.352
Cl19 -11.280 -5.270 -7.477
H31 -9.955 -6.966 -8.440
H32 -10.942 -7.570 -7.087
C21 -8.330 -4.130 2.927
Cl20 -9.407 -4.723 1.655
Cl21 -9.042 -4.366 4.530
H33 -7.390 -4.673 2.875
H34 -8.151 -3.069 2.773
C22 -11.717 -2.889 -1.977
Cl22 -12.174 -2.017 -0.508
Cl23 -9.971 -3.146 -2.055
H35 -12.216 -3.855 -1.983
H36 -12.027 -2.308 -2.843
C23 -2.674 -1.485 6.052
Cl24 -2.977 -2.774 7.222
Cl25 -1.629 -0.224 6.710
H37 -2.189 -1.912 5.175
H38 -3.626 -1.044 5.767
C24 1.580 3.437 -11.423
Cl26 1.974 2.294 -10.134
Cl27 2.848 3.479 -12.656
H39 0.645 3.133 -11.889
H40 1.471 4.431 -10.995
C25 -6.349 1.156 -7.906
Cl28 -5.322 0.463 -6.648
Cl29 -6.461 2.914 -7.749
H41 -5.927 0.915 -8.879
H42 -7.347 0.730 -7.821
C26 7.780 3.334 8.420
Cl30 7.868 5.089 8.221
Cl31 9.359 2.580 8.166
H43 7.440 3.110 9.429
H44 7.076 2.932 7.696
C27 9.425 7.821 6.729
Cl32 10.235 9.051 7.710
Cl33 10.258 7.580 5.189
H45 9.417 6.881 7.277
H46 8.405 8.142 6.532
C28 0.405 6.062 1.267
Cl34 1.215 7.301 2.238
Cl35 1.236 5.812 -0.272
H47 0.400 5.127 1.821
H48 -0.616 6.381 1.069
C29 8.288 7.848 11.026
Cl36 7.139 8.281 9.755
Cl37 8.190 6.127 11.422
H49 9.295 8.074 10.683
H50 8.062 8.428 11.918
C30 4.734 6.892 13.004
Cl38 4.658 8.164 14.231
Cl39 3.664 7.247 11.644
H51 5.756 6.816 12.638
H52 4.433 5.949 13.453

The strongest force on any atom comes out at 0.098 Eh/bohr. As for the LUMO energy: 1.390 eV. The value obtained for the HOMO-LUMO gap is 6.7 eV. As for the charge: -1.

Here are the Mulliken charges for atoms 1 to 4, given in e:
1. C -0.02
2. C -0.61
3. C -0.84
4. C -0.15